Entry 1:
Formula: C2H7N2O3
Source: OMol25
Level of theory: wB97M-V/def2-TZVPD

Its charge is -1. The HOMO energy comes out at -4.464 eV. For the calculated total energy, the calculation gives -415.72425 Ha. For the energy above the lowest of the compared OMol25 structures with the same formula, charge and spin, the calculation gives 45.1 kJ/mol. The LUMO energy comes out at 4.27 eV.

Each line ends with the Löwdin charge.
Positions of all 14 atoms, in Å:
1 N -0.26936 -1.44815 1.11618  0.003
2 C -1.62501 -0.88800 1.03892  -0.362
3 O -1.73463 0.49020 1.38723  -0.136
4 H 0.34715 -1.14504 0.36303  -0.006
5 H 0.19623 -1.34375 2.03302  0.064
6 H -1.98778 -1.02895 0.02170  0.097
7 H -2.30715 -1.35685 1.77569  0.092
8 H -0.99701 0.90693 0.89643  0.019
9 N 1.75116 1.40019 -1.89276  0.074
10 C 1.04618 0.57091 -1.00611  -0.789
11 O 1.16235 -0.69655 -1.16547  -0.120
12 O 0.51411 1.13178 -0.00878  -0.098
13 H 1.77282 2.44813 -1.82169  0.092
14 H 2.13095 0.95913 -2.73739  0.070

Atoms 1-6, force components in eV/Å:
N -1.052 -0.560 1.049
C 1.068 0.029 1.072
O 0.117 0.107 -0.118
H -0.148 0.051 -0.085
H -0.726 0.218 -0.813
H 0.006 -0.238 -0.135

***

Entry 2:
Formula: C2H7N2P
Source: OMol25
Level of theory: wB97M-V/def2-TZVPD

The HOMO energy (alpha / beta) comes out at -8.636 / -8.291 eV. For the calculated total energy, the calculation gives -531.13510 Ha. For the energy above the lowest of the compared OMol25 structures with the same formula, charge and spin, the calculation gives 306.7 kJ/mol. The LUMO energy (alpha / beta) comes out at -1.04 / 0.00 eV.

Each line ends with the Löwdin charge.
Positions of all 12 atoms, in Å:
1 C -0.58272 -0.01543 -1.03289  -0.403
2 C 0.13942 -0.81831 -2.07900  0.040
3 N -0.69565 -0.57446 0.35856  -0.297
4 N 0.55762 1.11319 2.04928  -0.237
5 P 0.45089 -0.50814 1.46315  0.694
6 H -0.09269 0.96990 -0.96258  0.080
7 H -1.61977 0.14863 -1.33809  0.091
8 H -0.41719 -1.45403 -2.74190  0.036
9 H 1.16522 -1.08332 -1.88949  0.035
10 H -0.04118 1.76838 1.55808  0.022
11 H 1.49540 1.47838 2.13548  0.004
12 H -0.35935 -1.02480 2.47940  -0.065

Atoms 1-6, force components in eV/Å:
C -0.245 0.782 0.689
C -0.381 -0.228 1.326
N 0.289 -0.877 -2.423
N 0.462 -0.108 -0.259
P -0.457 0.733 0.775
H -0.134 -0.017 -0.197

***

Entry 3:
Formula: C2H7N2S
Source: OMol25
Level of theory: wB97M-V/def2-TZVPD

Its charge is -1. The HOMO energy comes out at -2.616 eV. For the calculated total energy, the calculation gives -588.13358 Ha. For the energy above the lowest of the compared OMol25 structures with the same formula, charge and spin, the calculation gives 5.8 kJ/mol. The LUMO energy comes out at 4.03 eV.

Each line ends with the Löwdin charge.
Positions of all 12 atoms, in Å:
1 C 1.95593 -0.48248 -1.49156  -0.726
2 S 0.44532 -1.18638 -2.23677  0.042
3 H 2.35892 0.26644 -2.18535  -0.022
4 H 2.74054 -1.22011 -1.35516  -0.026
5 H 1.84101 0.00526 -0.52948  -0.028
6 N -0.64088 0.59539 0.33885  0.056
7 C -1.42808 0.15212 1.35808  -0.418
8 N -2.11668 0.93200 2.11329  0.002
9 H -0.74657 1.58096 0.14516  0.087
10 H -0.47698 -0.06975 -0.41717  -0.072
11 H -1.36062 -0.93626 1.43932  0.111
12 H -2.57192 0.36283 2.82078  -0.005

Atoms 1-6, force components in eV/Å:
C 0.314 0.230 -0.724
S -0.150 -0.018 0.407
H 0.075 0.009 0.173
H 0.137 -0.332 -0.019
H -0.363 0.120 0.257
N -0.764 0.061 1.149

***

- Among the records above, which one has the lowest energy above the lowest of the compared OMol25 structures with the same formula, charge and spin?
  C2H7N2S